{
  "formula": "C5H15NSi",
  "method": "ωB97M-V with the def2-TZVPD basis set",
  "orbital_gap_ha": 0.33807,
  "e_lumo_ev": 0.99,
  "smiles": "CC[Si@H](C)N(C)C",
  "e_above_lowest_kj_mol": 141.2,
  "symbols": ["C", "C", "Si", "C", "N", "C", "C", "H", "H", "H", "H", "H", "H", "H", "H", "H", "H", "H", "H", "H", "H", "H"],
  "xyz": [[-2.746, -1.299, 0.224], [-1.280, -0.884, 0.764], [-0.376, 0.285, -0.478], [-0.102, -0.866, -1.988], [1.163, 1.119, 0.095], [1.416, 1.470, 1.492], [2.478, 0.621, -0.447], [-3.583, -0.558, -0.024], [-2.594, -1.995, -0.593], [-3.297, -1.812, 1.074], [-0.783, -1.841, 0.843], [-1.376, -0.403, 1.697], [-1.028, 1.504, -0.699], [0.207, -1.836, -1.631], [-1.113, -0.956, -2.603], [0.612, -0.470, -2.785], [1.910, 2.467, 1.510], [0.453, 1.579, 1.893], [1.869, 0.807, 2.189], [2.372, 0.398, -1.414], [3.132, 1.533, -0.182], [2.769, -0.242, 0.166]]
}

=====

{
  "formula": "C5H15O6",
  "method": "ωB97M-V with the def2-TZVPD basis set",
  "total_charge": -1,
  "orbital_gap_ha": 0.31375,
  "e_lumo_ev": 3.28,
  "e_above_lowest_kj_mol": 105.4,
  "symbols": ["O", "C", "O", "C", "C", "C", "C", "O", "H", "H", "H", "H", "H", "H", "H", "H", "H", "H", "H", "O", "H", "H", "O", "H", "H", "O"],
  "xyz": [[-0.800, -2.376, 0.492], [-0.304, -1.439, 1.128], [-0.775, -0.875, 2.153], [1.009, -0.750, 0.614], [0.872, -0.498, -0.875], [-0.161, 0.629, -1.091], [-0.072, 1.376, -2.413], [0.218, 2.799, -2.180], [1.184, 0.091, 1.275], [1.795, -1.496, 0.796], [1.752, -0.333, -1.511], [0.507, -1.415, -1.350], [-0.071, 1.329, -0.255], [-1.183, 0.273, -0.933], [0.798, 1.129, -3.028], [-0.926, 1.391, -3.092], [-0.252, 3.080, -1.404], [-2.191, -3.018, -1.202], [-2.169, -1.570, -1.435], [-2.685, -2.345, -1.688], [3.027, 1.711, 1.527], [3.108, 0.817, 0.400], [3.692, 1.164, 1.084], [-1.210, 0.534, 2.554], [-0.777, 1.777, 3.503], [-1.152, 1.528, 2.675]]
}